The following is a DFT calculation (wB97M-V/def2-TZVPD) of C41H66INO25Ti as an isolated structure.

Last column: Löwdin spin population.
CARTESIAN COORDINATES (ANGSTROEM)
Ti -4.26 -4.58 -10.68  2.5548
I -3.57 -6.38 -13.19  0.0538
C -2.03 -6.13 -8.71  0.0344
C -1.69 -4.75 -8.02  0.0030
C -0.23 -4.77 -7.48  0.0011
C 0.88 -4.68 -8.64  0.0004
C 0.60 -3.37 -9.34  0.0000
C -0.85 -3.14 -9.88  0.0006
N -1.83 -3.43 -8.81  0.0016
O -3.13 -3.07 -9.15  0.0299
C -0.77 -4.08 -11.12  0.0044
C -0.76 -1.73 -10.48  0.0003
C -2.63 -4.82 -6.69  0.0020
H -1.88 -7.06 -8.15  0.0006
H -1.38 -6.26 -9.58  0.0019
H -3.00 -6.12 -9.22  0.0428
H -0.09 -5.73 -6.97  0.0003
H 0.14 -4.05 -6.76  0.0002
H 0.58 -5.43 -9.37  0.0002
H 1.92 -4.96 -8.43  0.0000
H 1.29 -3.24 -10.17  0.0000
H 0.82 -2.67 -8.53  0.0000
H -0.01 -3.82 -11.86  0.0003
H -1.73 -3.99 -11.62  0.0053
H -0.64 -5.15 -10.92  0.0009
H -0.34 -1.03 -9.76  0.0000
H -1.75 -1.35 -10.74  0.0001
H -0.25 -1.53 -11.42  0.0000
H -2.25 -5.61 -6.04  0.0001
H -3.59 -5.13 -7.09  0.0016
H -2.72 -3.91 -6.10  0.0001
C -2.77 -7.33 -18.40  0.0001
C -3.27 -8.04 -19.65  0.0000
C -2.52 -9.21 -20.22  0.0000
O -3.42 -10.27 -20.22  0.0000
C -4.57 -9.91 -19.76  0.0000
O -5.51 -10.58 -19.70  0.0000
O -4.56 -8.61 -19.36  0.0000
H -1.69 -7.16 -18.36  0.0000
H -3.11 -7.85 -17.50  0.0001
H -3.06 -6.28 -18.38  0.0000
H -3.25 -7.18 -20.33  0.0000
H -1.59 -9.39 -19.69  0.0000
H -2.21 -8.86 -21.21  0.0000
C -7.27 -1.79 -6.92  0.0003
C -6.36 -3.02 -6.72  0.0008
C -7.10 -4.31 -6.26  0.0008
O -7.28 -4.99 -7.43  0.0066
C -6.54 -4.46 -8.46  0.0374
O -6.35 -4.90 -9.61  0.0719
O -5.91 -3.37 -7.99  0.0135
H -8.02 -1.84 -7.70  0.0003
H -6.65 -0.91 -7.10  0.0001
H -7.75 -1.58 -5.96  0.0000
H -5.60 -2.82 -5.97  0.0004
H -8.07 -3.97 -5.89  0.0001
H -6.48 -4.88 -5.57  0.0004
C -8.04 -5.49 -13.12  0.0027
C -9.23 -5.81 -14.15  0.0004
C -8.86 -6.74 -15.19  0.0001
O -9.99 -7.73 -15.26  0.0000
C -10.81 -7.47 -14.33  0.0000
O -11.69 -8.23 -14.06  0.0000
O -10.38 -6.42 -13.57  0.0001
H -7.61 -4.55 -13.46  0.0004
H -7.23 -6.20 -12.97  0.0021
H -8.62 -5.45 -12.19  0.0002
H -9.58 -4.86 -14.56  0.0001
H -8.01 -7.37 -14.95  0.0001
H -8.78 -6.18 -16.12  0.0000
C -2.33 -0.33 -14.38  0.0001
C -3.63 -0.31 -13.47  0.0004
C -4.89 -0.18 -14.32  0.0007
O -5.78 -1.02 -13.72  0.0035
C -5.12 -1.89 -12.91  0.0131
O -5.57 -2.87 -12.31  0.0312
O -3.80 -1.47 -12.72  0.0071
H -1.53 -0.35 -13.64  0.0000
H -2.24 0.58 -14.98  0.0000
H -2.09 -1.15 -15.06  0.0001
H -3.70 0.38 -12.63  0.0001
H -4.84 -0.33 -15.40  0.0001
H -5.31 0.82 -14.18  0.0001
C -2.04 -4.42 -16.22  0.0013
C -0.87 -4.43 -15.26  0.0005
C 0.02 -5.63 -15.03  0.0003
O 1.38 -5.12 -15.24  0.0000
C 1.37 -3.87 -15.43  0.0000
O 2.37 -3.12 -15.37  0.0000
O 0.11 -3.44 -15.55  0.0001
H -2.56 -3.48 -16.05  0.0002
H -2.88 -5.00 -15.87  0.0016
H -1.62 -4.52 -17.23  0.0000
H -1.29 -4.27 -14.27  0.0004
H -0.15 -6.42 -15.77  0.0000
H -0.02 -6.02 -14.02  0.0003
C 1.35 -9.91 -16.63  0.0000
C 0.48 -10.11 -15.41  0.0000
C -0.01 -11.54 -15.02  0.0000
O 0.98 -11.97 -14.09  0.0000
C 1.57 -10.85 -13.56  0.0000
O 2.22 -10.68 -12.51  0.0000
O 1.30 -9.76 -14.35  0.0000
H 1.36 -8.84 -16.86  0.0000
H 0.91 -10.32 -17.53  0.0000
H 2.33 -10.38 -16.58  0.0000
H -0.44 -9.53 -15.49  0.0000
H 0.20 -12.23 -15.83  0.0000
H -1.02 -11.49 -14.63  0.0000
C -3.85 -9.98 -9.14  0.0008
C -4.96 -8.92 -9.33  0.0103
C -5.67 -8.79 -10.68  0.0130
O -7.02 -8.85 -10.29  0.0014
C -7.16 -8.88 -9.00  0.0005
O -8.15 -8.49 -8.49  0.0011
O -6.04 -9.25 -8.39  0.0011
H -3.08 -9.74 -9.88  0.0003
H -4.15 -10.97 -9.49  0.0002
H -3.61 -9.90 -8.08  0.0001
H -4.62 -7.92 -9.05  0.0133
H -5.45 -9.66 -11.28  0.0002
H -5.73 -7.80 -11.14  0.0145
C -6.19 -9.89 -15.72  0.0001
C -4.91 -10.74 -15.41  0.0000
C -3.69 -9.89 -15.26  0.0004
O -3.24 -10.40 -14.03  0.0003
C -4.09 -11.20 -13.45  0.0000
O -3.85 -11.79 -12.41  0.0000
O -5.09 -11.46 -14.25  0.0000
H -7.10 -10.48 -15.88  0.0000
H -6.02 -9.27 -16.59  0.0000
H -6.32 -9.14 -14.95  0.0002
H -4.71 -11.51 -16.16  0.0000
H -3.72 -8.80 -15.25  0.0006
H -2.95 -10.18 -16.01  0.0000

* ⟨S²⟩: 3.753
* LUMO level (spin up / spin down): 1.4 / 1.4 eV
* highest occupied orbital energy (spin up / spin down): -0.073 / -0.135 Eh
* net charge: -1
* gap between HOMO and LUMO (spin up / spin down): 3.4 / 5.1 eV
* spin multiplicity: 4